<a>
The following is a quantum chemistry calculation of a 2-piece molecular cluster, C5H15N3O overall, from OMol25.

Summary:
SMILES = CC(=O)N(C)N.CCN

ORCA input file:
```
! RIJCOSX wB97M-V def2-TZVPD def2/J DEFGRID3
* xyz 0 1
C 1.447 0.414 -1.910
C 1.168 0.772 -0.475
O 1.279 1.884 -0.004
N 1.057 -0.417 0.419
C 1.111 -0.142 1.857
N 1.729 -1.592 -0.009
H 2.496 0.133 -2.010
H 0.843 -0.425 -2.245
H 1.249 1.288 -2.527
H 0.493 -0.883 2.368
H 2.141 -0.125 2.218
H 0.651 0.819 2.071
H 2.642 -1.662 0.438
H 1.175 -2.393 0.284
C -2.526 -0.722 -0.251
C -1.486 0.390 -0.365
N -1.624 1.324 0.746
H -3.543 -0.317 -0.220
H -2.392 -1.290 0.672
H -2.492 -1.388 -1.115
H -1.591 0.869 -1.350
H -0.422 -0.345 -0.036
H -2.526 1.794 0.738
H -0.880 2.014 0.708
*
```

Löwdin population analysis, charges in e, atoms 1 to 2: -0.01, -0.47

<b>
The following is a quantum chemistry calculation of the molecule C5H15N3O, from OMol25.

Summary:
SMILES = CNC[C@@H](O)C(C)(N)N

ORCA input file:
```
! RIJCOSX wB97M-V def2-TZVPD def2/J DEFGRID3
* xyz 0 1
C 0.301 -0.564 3.253
N -0.266 0.535 2.487
C 0.323 0.663 1.011
C -0.098 -0.484 0.146
O -1.434 -0.926 0.383
C -0.059 0.089 -1.469
C 1.236 0.760 -1.903
N -1.183 0.948 -1.748
N -0.348 -1.084 -2.260
H 1.396 -0.523 3.254
H -0.015 -1.546 2.880
H -0.025 -0.491 4.298
H -1.268 0.351 2.382
H 1.411 0.718 1.109
H -0.048 1.629 0.669
H 0.582 -1.336 0.246
H -1.600 -1.586 -0.318
H 1.223 0.995 -2.976
H 1.402 1.708 -1.382
H 2.097 0.110 -1.718
H -1.110 1.817 -1.225
H -2.020 0.488 -1.385
H -0.983 -0.822 -3.013
H 0.483 -1.449 -2.724
*
```

Löwdin population analysis, charges in e, atoms 1 to 2: -0.17, -0.11

The least stable of them is <a>.

<a>
The following is a quantum chemistry calculation of an isolated ion of composition CHO2S2 and charge -1, from OMol25.

Summary:
SMILES = [O-]C(=S)SO

ORCA input file:
```
! RIJCOSX wB97M-V def2-TZVPD def2/J DEFGRID3
* xyz -1 1
O -0.873 0.408 0.986
C 0.275 0.158 0.949
S 1.530 -0.095 2.015
S 0.816 -0.539 -0.832
O -0.664 -0.406 -1.675
H -1.084 0.473 -1.443
*
```

Löwdin population analysis, charges in e, atoms 1 to 2: -0.11, -1.35

<b>
The following is a quantum chemistry calculation of a 2-piece molecular cluster, CHO2S2 overall, from OMol25.

ORCA input file:
```
! RIJCOSX wB97M-V def2-TZVPD def2/J DEFGRID3
* xyz -1 1
C 0.910 0.056 -0.079
O 1.633 -2.411 0.581
O 1.064 1.091 0.530
S -2.551 0.786 0.052
S 1.132 -1.534 -0.531
H -2.188 2.013 -0.554
*
```

Löwdin population analysis, charges in e, atoms 1 to 2: -0.45, -0.65

The least stable of them is <b>.

<a>
The following is a quantum chemistry calculation of the molecule C9H13NO2, from OMol25.

ORCA input file:
```
! RIJCOSX wB97M-V def2-TZVPD def2/J DEFGRID3
* xyz 0 3
C -1.440 0.877 -1.344
C -1.938 1.543 -0.241
C -0.511 -0.182 -1.265
C -1.828 1.329 1.093
C -3.175 2.417 -0.503
C 1.677 -0.486 1.674
C 1.115 -2.462 0.284
C 2.317 -0.457 -0.720
C 1.225 -0.960 0.241
N -0.047 -0.434 -0.055
O -0.137 -0.766 -2.295
O -1.672 1.435 2.236
H -1.642 1.104 -2.304
H -3.120 2.925 -1.440
H -3.367 3.096 0.354
H -3.989 1.736 -0.558
H 1.061 -0.841 2.560
H 2.616 -0.949 2.113
H 1.777 0.529 1.828
H 0.987 -2.922 1.343
H 2.156 -2.789 0.099
H 0.480 -2.891 -0.460
H 3.270 -0.897 -0.368
H 1.976 -0.543 -1.727
H 2.210 0.587 -0.545
*
```

Löwdin population analysis, charges in e, atoms 1 to 2: 0.02, -0.24

<b>
The following is a quantum chemistry calculation of the molecule C9H13NO2, from OMol25.

ORCA input file:
```
! RIJCOSX wB97M-V def2-TZVPD def2/J DEFGRID3
* xyz 0 3
C -1.877 0.728 -0.103
C -1.053 1.392 0.717
C 0.043 1.585 -1.266
C -1.016 0.387 -1.263
C 0.346 1.455 0.183
C -0.123 -0.791 -0.714
C 0.820 -0.042 0.262
C -0.927 -1.996 -0.108
C 0.746 -0.548 1.680
N 2.259 -0.025 -0.140
O 3.062 0.186 0.778
O 2.555 -0.216 -1.322
H -2.867 0.362 -0.036
H -1.351 1.684 1.709
H 0.806 1.346 -2.013
H -0.412 2.621 -1.709
H -1.576 0.201 -2.159
H 1.107 2.119 0.710
H 0.464 -1.177 -1.486
H -1.593 -1.968 0.639
H -0.201 -2.652 0.342
H -1.371 -2.545 -0.930
H 1.354 -1.466 1.851
H -0.232 -0.766 1.926
H 1.035 0.126 2.452
*
```

Löwdin population analysis, charges in e, atoms 1 to 2: 0.04, 0.03

The least stable of them is <b>.

<a>
The following is a quantum chemistry calculation of a 12-piece molecular cluster, C24H66N6O30S6 overall, from OMol25.

Summary:
SMILES = CCOS(C)(=O)=O.CCOS(C)(=O)=O.CCOS(C)(=O)=O.CCOS(C)(=O)=O.CCOS(C)(=O)=O.CCOS(C)(=O)=O.C[N+](=O)[O-].C[N+](=O)[O-].C[N+](=O)[O-].C[N+](=O)[O-].C[N+](=O)[O-].C[N+](=O)[O-]

ORCA input file:
```
! RIJCOSX wB97M-V def2-TZVPD def2/J DEFGRID3
* xyz 0 1
C -1.821 -0.076 -2.846
C -1.520 1.437 -2.654
O -0.286 1.737 -3.220
S 0.360 3.221 -2.925
C -0.770 4.223 -3.929
O 0.107 3.506 -1.514
O 1.756 3.139 -3.421
H -1.817 -0.403 -3.886
H -2.855 -0.205 -2.528
H -1.130 -0.779 -2.381
H -2.291 2.053 -3.115
H -1.521 1.797 -1.625
H -0.375 5.235 -3.840
H -1.808 4.237 -3.595
H -0.633 3.898 -4.960
C 0.502 -5.007 -0.839
C 1.939 -5.255 -0.198
O 2.860 -4.266 -0.439
S 3.814 -3.661 0.837
C 5.292 -4.753 0.633
O 4.207 -2.315 0.481
O 3.142 -3.887 2.130
H 0.633 -5.173 -1.908
H 0.085 -4.031 -0.593
H -0.177 -5.796 -0.515
H 1.671 -5.278 0.859
H 2.304 -6.260 -0.411
H 5.997 -4.460 1.411
H 5.671 -4.765 -0.389
H 4.961 -5.751 0.920
C 0.402 0.638 4.693
C -0.634 1.772 4.526
O -0.667 2.683 5.596
S -1.801 3.921 5.639
C -1.131 5.032 4.327
O -3.130 3.409 5.217
O -1.723 4.592 6.918
H -0.102 -0.214 5.150
H 1.313 0.911 5.224
H 0.800 0.466 3.693
H -0.321 2.398 3.691
H -1.620 1.333 4.373
H -0.047 5.129 4.372
H -1.644 5.993 4.269
H -1.281 4.465 3.409
C 4.294 0.358 -2.384
C 4.899 0.666 -3.783
O 3.862 0.425 -4.720
S 4.112 0.848 -6.341
C 3.684 2.592 -6.287
O 5.514 0.761 -6.703
O 3.101 0.063 -7.073
H 3.879 1.288 -1.993
H 4.976 -0.090 -1.662
H 3.467 -0.349 -2.437
H 5.384 1.636 -3.894
H 5.702 -0.023 -4.046
H 3.909 3.028 -7.261
H 4.391 3.028 -5.582
H 2.683 2.806 -5.913
C -3.539 -4.315 -3.162
C -4.345 -4.655 -1.930
O -4.208 -3.678 -0.952
S -4.786 -4.044 0.574
C -3.357 -4.908 1.280
O -4.957 -2.817 1.341
O -5.888 -4.998 0.507
H -3.920 -3.478 -3.748
H -3.532 -5.064 -3.954
H -2.515 -3.966 -3.035
H -5.341 -4.790 -2.350
H -4.081 -5.695 -1.740
H -2.940 -5.583 0.532
H -3.688 -5.341 2.224
H -2.586 -4.177 1.523
C -6.661 4.031 1.970
C -5.528 3.144 2.542
O -4.885 2.586 1.424
S -4.813 0.934 1.096
C -3.469 0.622 2.231
O -6.010 0.242 1.603
O -4.306 0.773 -0.270
H -6.243 4.865 1.406
H -7.187 4.536 2.780
H -7.465 3.578 1.391
H -4.819 3.719 3.137
H -5.964 2.291 3.063
H -2.573 1.044 1.776
H -3.449 -0.462 2.341
H -3.793 1.067 3.172
C 4.490 -1.239 3.392
N 5.803 -1.264 2.673
O 5.990 -0.312 1.902
O 6.560 -2.238 2.819
H 3.647 -1.165 2.704
H 4.501 -0.343 4.013
H 4.409 -2.129 4.015
C 0.198 -3.284 3.385
N -1.135 -3.213 4.003
O -1.621 -2.090 4.200
O -1.699 -4.302 4.162
H 0.859 -2.614 3.935
H 0.052 -3.024 2.336
H 0.554 -4.308 3.488
C 1.331 -2.977 -5.825
N 1.515 -2.645 -4.386
O 0.871 -1.731 -3.940
O 2.275 -3.331 -3.731
H 0.253 -3.103 -5.924
H 1.848 -3.909 -6.055
H 1.658 -2.091 -6.370
C 2.202 3.867 1.460
N 3.206 2.961 1.913
O 2.770 2.023 2.611
O 4.398 3.228 1.682
H 1.709 4.473 2.219
H 1.488 3.272 0.889
H 2.672 4.476 0.688
C 1.402 0.040 0.137
N 0.180 0.265 0.990
O -0.179 1.410 1.358
O -0.492 -0.708 1.262
H 1.327 -1.013 -0.134
H 2.179 0.395 0.814
H 1.203 0.653 -0.742
C -0.961 5.940 0.090
N -2.100 4.981 0.180
O -1.876 4.035 0.970
O -3.060 4.994 -0.621
H -1.324 6.964 0.179
H -0.617 5.885 -0.942
H -0.210 5.783 0.865
*
```

Löwdin population analysis, charges in e, atoms 1 to 2: -0.04, -0.28

<b>
The following is a quantum chemistry calculation of C24H66N6O30S6 as an isolated structure, from OMol25.

ORCA input file:
```
! RIJCOSX wB97M-V def2-TZVPD def2/J DEFGRID3
* xyz 0 1
C 1.705 -0.636 3.590
N 0.902 -0.654 2.287
O -0.254 -0.993 2.296
O 1.474 -0.284 1.293
H 2.458 0.151 3.559
H 2.121 -1.611 3.847
H 0.910 -0.410 4.300
C -2.805 -2.193 -2.599
N -3.135 -0.699 -2.328
O -2.390 -0.150 -1.520
O -4.111 -0.257 -2.912
H -1.815 -2.454 -2.225
H -2.848 -2.343 -3.678
H -3.684 -2.627 -2.122
C 1.563 2.359 -0.314
N 2.264 3.651 0.113
O 2.338 3.933 1.293
O 2.863 4.303 -0.720
H 0.505 2.481 -0.081
H 1.995 1.586 0.321
H 1.604 2.306 -1.402
C -0.232 -0.026 -0.162
N 0.122 -1.394 -0.670
O 0.600 -2.214 0.089
O -0.172 -1.636 -1.827
H -0.574 -0.081 0.872
H -0.997 0.450 -0.775
H 0.636 0.630 -0.226
C 0.698 -1.167 -4.100
N -0.664 -0.607 -4.439
O -1.651 -1.225 -4.124
O -0.788 0.510 -4.975
H 0.571 -1.477 -3.062
H 1.417 -0.351 -4.183
H 0.930 -2.000 -4.763
C 0.599 -4.183 -1.328
N 1.655 -3.247 -1.889
O 2.731 -3.157 -1.290
O 1.404 -2.628 -2.925
H 0.958 -5.192 -1.126
H -0.300 -4.106 -1.939
H 0.315 -3.864 -0.325
O 2.233 0.196 -3.760
S 3.226 0.566 -2.720
O 2.928 1.666 -1.809
O 3.417 -0.777 -1.822
C 3.841 -0.656 -0.473
C 2.730 -0.984 0.394
C 4.954 0.706 -3.492
H 4.092 0.352 -0.144
H 4.631 -1.374 -0.256
H 1.938 -0.241 0.298
H 2.979 -1.179 1.437
H 2.271 -1.893 0.005
H 5.137 -0.257 -3.968
H 5.739 0.747 -2.737
H 4.887 1.607 -4.102
O 0.869 1.026 4.688
S -0.337 1.774 4.902
O -0.558 2.691 6.019
O -0.778 2.540 3.536
C -0.727 1.784 2.298
C 0.714 2.081 1.734
C -1.690 0.514 4.936
H -1.493 2.130 1.604
H -0.788 0.727 2.557
H 0.878 1.471 0.846
H 1.505 1.769 2.415
H 0.792 3.132 1.452
H -2.611 0.939 4.535
H -1.797 0.320 6.003
H -1.397 -0.443 4.504
O -1.367 5.125 -2.851
S -0.123 4.335 -2.975
O 0.862 4.235 -1.851
O -0.465 2.842 -3.593
C 0.469 1.847 -3.363
C -0.124 0.880 -2.295
C 0.838 4.810 -4.422
H 1.499 2.166 -3.204
H 0.550 1.413 -4.360
H -0.184 1.505 -1.404
H 0.528 0.008 -2.273
H -1.107 0.626 -2.691
H 0.813 5.900 -4.425
H 0.284 4.475 -5.298
H 1.867 4.459 -4.340
O -1.917 4.277 2.368
S -0.910 4.681 1.384
O 0.525 4.786 1.686
O -1.002 3.563 0.140
C -2.315 3.121 -0.254
C -2.260 1.746 -1.005
C -1.483 6.207 0.516
H -2.820 3.806 -0.935
H -3.034 3.016 0.559
H -3.257 1.314 -1.095
H -1.572 1.030 -0.556
H -1.914 1.942 -2.020
H -1.472 7.045 1.213
H -2.460 5.927 0.122
H -0.729 6.316 -0.263
O -3.839 0.846 2.469
S -3.315 0.156 1.317
O -2.022 0.530 0.757
O -3.412 -1.479 1.646
C -2.466 -2.215 0.848
C -2.206 -3.417 1.731
C -4.685 0.257 0.015
H -1.530 -1.674 0.708
H -2.917 -2.472 -0.111
H -1.644 -3.190 2.637
H -1.618 -4.117 1.138
H -3.131 -3.944 1.965
H -4.685 1.216 -0.504
H -5.578 0.053 0.607
H -4.566 -0.521 -0.739
O -0.176 -2.495 4.142
S 0.754 -3.216 3.272
O 2.196 -2.868 3.195
O 0.585 -4.839 3.773
C 1.420 -5.734 3.106
C 1.448 -7.014 3.872
C -0.065 -3.319 1.598
H 2.398 -5.306 2.885
H 0.954 -5.944 2.143
H 2.127 -6.865 4.711
H 1.813 -7.901 3.354
H 0.505 -7.274 4.353
H -0.050 -2.312 1.180
H -1.024 -3.805 1.776
H 0.504 -3.971 0.936
*
```

Löwdin population analysis, charges in e, atoms 1 to 2: 0.03, -0.26

The least stable of them is <b>.